# 1
{
  "formula": "C35H41N3OPdS3SiTe",
  "method": "ωB97M-V/def2-TZVPD",
  "spin_multiplicity": 2,
  "homo_energy_ev": [-3.8, -3.8],
  "total_charge": -1,
  "lumo_ev": [2.091, 2.091],
  "symbols": ["Pd", "C", "Si", "C", "C", "C", "C", "C", "C", "N", "C", "S", "H", "H", "H", "H", "H", "H", "H", "H", "H", "H", "H", "H", "S", "C", "N", "C", "C", "C", "C", "C", "C", "S", "H", "H", "H", "H", "C", "C", "O", "N", "Te", "C", "C", "C", "C", "C", "C", "C", "C", "C", "C", "C", "C", "C", "C", "C", "C", "C", "C", "H", "H", "H", "H", "H", "H", "H", "H", "H", "H", "H", "H", "H", "H", "H", "H", "H", "H", "H", "H", "H", "H", "H", "H", "H"],
  "coordinates": [[0.54828, 1.37768, 0.82582], [7.22722, 0.65410, 1.74320], [5.94931, 1.19407, 3.02075], [5.96274, 3.06215, 3.12811], [6.51791, 0.57343, 4.71566], [4.34074, 0.29387, 2.61740], [4.29747, -1.05587, 2.92307], [3.16995, -1.83699, 2.65849], [2.09353, -1.19806, 2.08176], [2.09822, 0.09093, 1.75468], [3.19416, 0.86819, 1.98293], [3.09144, 2.49457, 1.45200], [8.21742, 1.06275, 1.96486], [6.93084, 1.00088, 0.74977], [7.30579, -0.43594, 1.70484], [6.94815, 3.38666, 3.48426], [5.19980, 3.42285, 3.82032], [5.75174, 3.51489, 2.16177], [7.48732, 1.01209, 4.97069], [6.62292, -0.51312, 4.76343], [5.80159, 0.87241, 5.48546], [5.15985, -1.52879, 3.38547], [3.12997, -2.89089, 2.89756], [1.17547, -1.73448, 1.85698], [-1.28012, 3.32819, 0.57869], [-1.51015, 2.79789, 2.18229], [-0.72315, 1.93414, 2.77305], [-1.17443, 1.57207, 4.01971], [-0.55459, 0.64368, 4.85764], [-1.12199, 0.37051, 6.08940], [-2.29197, 1.01244, 6.50131], [-2.91505, 1.94022, 5.68085], [-2.35488, 2.21337, 4.44025], [-2.88935, 3.29275, 3.18368], [0.35888, 0.16497, 4.52538], [-0.64827, -0.34823, 6.74707], [-2.71736, 0.78575, 7.47148], [-3.82155, 2.43971, 6.00161], [2.54536, -0.15375, -1.56826], [1.12340, -0.09661, -2.08369], [0.81819, -0.49597, -3.21802], [0.26093, 0.39976, -1.17596], [-1.62861, 0.54524, -1.59627], [-2.13827, 0.78650, -3.66959], [-1.33899, 1.48693, -4.56716], [-0.06483, 2.19184, -4.18625], [-1.77952, 1.63227, -5.88416], [-3.01307, 1.16735, -6.29895], [-3.48258, 1.33237, -7.71828], [-3.83935, 0.58221, -5.34472], [-3.43996, 0.39323, -4.02736], [-4.45197, -0.19755, -3.07681], [-2.18151, -1.47676, -1.20894], [-2.15824, -2.52450, -2.13110], [-1.68048, -2.40172, -3.55211], [-2.62052, -3.77227, -1.70484], [-3.08395, -3.99274, -0.41741], [-3.58194, -5.34581, 0.01121], [-3.05861, -2.93511, 0.48483], [-2.61001, -1.67398, 0.11594], [-2.49333, -0.59344, 1.16406], [3.19874, -0.55368, -2.34091], [2.58511, -0.78100, -0.67896], [2.87127, 0.84048, -1.25525], [0.16575, 2.10804, -3.12913], [-0.16105, 3.25020, -4.43996], [0.78901, 1.78241, -4.72471], [-1.13937, 2.15903, -6.58509], [-2.71726, 1.80618, -8.33245], [-4.38298, 1.94850, -7.76256], [-3.72555, 0.36599, -8.16435], [-4.83776, 0.26591, -5.63251], [-5.43045, -0.19722, -3.55488], [-4.53906, 0.38408, -2.15401], [-4.21457, -1.22317, -2.79203], [-0.86959, -1.68030, -3.65371], [-2.49588, -2.09363, -4.21331], [-1.32366, -3.37302, -3.89645], [-2.60588, -4.59614, -2.41138], [-3.48324, -6.07552, -0.79252], [-4.63391, -5.29931, 0.30071], [-3.02238, -5.71143, 0.87417], [-3.38100, -3.09469, 1.50861], [-2.84533, -0.93736, 2.13537], [-3.04187, 0.31350, 0.89876], [-1.43906, -0.30018, 1.24873]],
  "forces_ev_per_angstrom": [[-0.0051, 0.2622, 0.1928], [-0.0447, 0.0227, 0.0114], [0.0371, -0.0190, -0.0486], [-0.0402, -0.0571, 0.0346], [0.0040, -0.0218, -0.0566], [-0.0148, 0.0573, 0.0480], [-0.0245, 0.0168, 0.0390], [0.0053, 0.0485, -0.0132], [-0.0409, -0.0616, 0.0121], [0.0210, 0.0735, -0.0768], [0.0775, -0.0209, -0.0041], [0.0663, -0.1525, -0.0172], [-0.0260, -0.0069, 0.0041], [-0.0011, -0.0070, 0.0236], [0.0018, 0.0308, 0.0064], [-0.0480, -0.0248, -0.0021], [0.0153, -0.0041, -0.0062], [0.0250, -0.0036, -0.0049], [-0.0262, -0.0048, -0.0105], [0.0050, 0.0362, -0.0043], [0.0108, -0.0067, -0.0149], [-0.0199, 0.0044, -0.0025], [0.0026, 0.0101, -0.0031], [0.0120, 0.0082, -0.0047], [0.0600, -0.0689, 0.1221], [-0.0355, -0.0829, 0.0304], [-0.1632, 0.0153, -0.2042], [0.0306, 0.0687, 0.1017], [-0.0313, 0.0410, -0.0373], [0.0240, -0.0123, -0.0036], [-0.0210, -0.0080, 0.0327], [-0.0193, 0.0213, -0.0058], [0.0523, -0.0313, -0.0139], [0.0816, -0.0513, -0.0287], [-0.0126, 0.0047, 0.0068], [-0.0054, 0.0057, -0.0027], [0.0073, 0.0043, -0.0158], [0.0169, -0.0110, -0.0060], [0.0023, 0.0364, -0.1368], [-0.1122, -0.3850, -0.0846], [0.1373, 0.1642, 0.2000], [0.3859, 0.3371, -0.1868], [-0.3652, 0.0163, -0.0120], [-0.1956, -0.1347, 0.1993], [0.1433, 0.0621, 0.0014], [0.0400, -0.1207, -0.0389], [-0.0356, 0.0244, 0.0596], [0.0069, -0.0184, 0.0715], [0.0042, -0.0007, -0.0074], [-0.0540, -0.0493, -0.0144], [0.0048, 0.0254, -0.3023], [0.0521, 0.0136, 0.0438], [0.0003, 0.0113, -0.1768], [-0.0112, -0.1203, 0.0697], [-0.0105, 0.0478, -0.0184], [-0.0058, 0.0034, 0.0509], [0.0283, 0.0266, -0.0416], [-0.0044, -0.0145, -0.0044], [0.0047, 0.0394, -0.0272], [0.0491, -0.0348, 0.0721], [0.0455, -0.0651, -0.2163], [-0.0197, 0.0197, -0.0042], [0.0141, -0.0303, 0.0005], [0.0037, -0.0085, 0.0179], [0.0030, 0.0837, 0.1108], [0.0387, -0.0262, 0.0555], [-0.0172, -0.0332, -0.0358], [-0.0048, -0.0117, 0.0013], [-0.0084, -0.0035, 0.0018], [0.0051, -0.0036, -0.0044], [0.0058, 0.0068, -0.0006], [0.0077, 0.0125, -0.0032], [-0.0236, 0.0025, 0.0360], [0.0366, -0.0120, -0.0082], [-0.0175, 0.0411, -0.0176], [-0.0280, -0.0296, 0.0283], [0.0193, -0.0218, 0.0036], [-0.0082, 0.0085, -0.0185], [0.0018, 0.0046, 0.0058], [-0.0025, 0.0087, 0.0134], [0.0090, -0.0056, -0.0021], [-0.0053, -0.0009, -0.0074], [0.0032, -0.0036, -0.0033], [0.0212, -0.0272, -0.0073], [-0.0452, -0.0006, 0.0641], [-0.0752, 0.0902, 0.1949]],
  "lowdin_charge": [0.438, -0.183, 0.507, -0.227, -0.192, -0.267, -0.119, -0.098, -0.183, -0.096, -0.816, 0.518, 0.022, 0.030, 0.022, 0.024, 0.026, -0.005, 0.023, 0.013, 0.031, 0.087, 0.086, 0.104, 0.421, -1.169, -0.057, -0.327, -0.019, -0.108, -0.122, -0.114, -0.493, 0.966, 0.106, 0.093, 0.090, 0.098, -0.021, -0.694, -0.054, -0.366, 1.817, -0.316, -0.279, -0.052, -0.011, -0.267, -0.054, -0.026, -0.311, -0.061, -0.307, -0.283, -0.042, -0.018, -0.266, -0.054, -0.015, -0.294, -0.099, 0.075, 0.061, 0.059, 0.045, 0.090, 0.090, 0.120, 0.071, 0.079, 0.079, 0.116, 0.078, 0.076, 0.068, 0.048, 0.081, 0.083, 0.114, 0.071, 0.079, 0.080, 0.119, 0.085, 0.058, 0.039]
}



# 2
{
  "formula": "C16H22N2O5S",
  "method": "ωB97M-V/def2-TZVPD",
  "smiles": "CS(=O)(=O)N(CC(=O)NC1CCCC1)c1ccc2c(c1)OCCO2",
  "spin_multiplicity": 1,
  "homo_energy_ev": -8.1,
  "total_charge": 0,
  "lumo_ev": 0.669,
  "symbols": ["C", "S", "O", "O", "N", "C", "C", "O", "N", "C", "C", "C", "C", "C", "C", "C", "C", "C", "C", "C", "O", "C", "C", "O", "H", "H", "H", "H", "H", "H", "H", "H", "H", "H", "H", "H", "H", "H", "H", "H", "H", "H", "H", "H", "H", "H"],
  "coordinates": [[0.63105, 1.42948, -1.40454], [0.69939, 1.89712, 0.34185], [2.08363, 2.05060, 0.70853], [-0.14755, 3.02795, 0.55055], [0.13253, 0.54835, 1.14246], [1.02238, -0.15793, 2.03974], [1.91271, -1.19989, 1.33639], [1.78383, -2.39547, 1.51140], [2.81785, -0.64203, 0.52297], [3.79818, -1.39886, -0.22698], [5.13112, -0.65240, -0.23324], [4.93097, 0.40727, -1.31512], [4.14979, -0.32297, -2.41577], [3.42692, -1.49099, -1.71852], [-1.08073, -0.02956, 0.74232], [-1.29376, -1.40587, 0.82234], [-2.49683, -1.94434, 0.40993], [-3.50841, -1.13848, -0.09287], [-3.30781, 0.24382, -0.14657], [-2.10019, 0.78811, 0.26718], [-4.27978, 1.10134, -0.59390], [-5.56042, 0.51104, -0.63994], [-5.48043, -0.86797, -1.29369], [-4.67270, -1.72767, -0.52202], [1.05509, 2.24821, -1.97219], [-0.40275, 1.26879, -1.67861], [1.21623, 0.52814, -1.52806], [1.65956, 0.59295, 2.51074], [0.42746, -0.65985, 2.80642], [2.86446, 0.37055, 0.48328], [3.85087, -2.38710, 0.23707], [5.36518, -0.22439, 0.73967], [5.92978, -1.33820, -0.51706], [5.87554, 0.80684, -1.68026], [4.34579, 1.23771, -0.91685], [3.45311, 0.34670, -2.91865], [4.83645, -0.70772, -3.16978], [3.76831, -2.44526, -2.11748], [2.34517, -1.45398, -1.84668], [-0.52680, -2.06508, 1.19194], [-2.66829, -3.00718, 0.46159], [-1.98383, 1.85788, 0.23830], [-6.19291, 1.18791, -1.21575], [-5.96131, 0.40552, 0.37723], [-6.46363, -1.33696, -1.35333], [-5.05987, -0.76390, -2.30383]],
  "forces_ev_per_angstrom": [[-0.0711, 0.1716, 0.8337], [-0.0216, -0.1635, -0.5946], [0.1494, -0.0731, 0.1163], [-0.2600, -0.0177, -0.0632], [0.5635, 0.8539, -0.3039], [0.4205, -0.1608, 0.2607], [-0.2755, 0.3110, 0.2256], [-0.0743, -0.3723, 0.1295], [0.4191, 0.3118, -0.2494], [0.0053, -0.4480, 0.0108], [-0.1090, 0.0660, 0.0262], [0.1408, -0.0500, -0.0491], [-0.0010, 0.0704, -0.0752], [-0.0176, -0.1423, 0.0461], [-0.9097, -0.1516, -0.2997], [0.1622, 0.0792, 0.0493], [-0.2726, 0.2509, -0.0966], [0.0339, 0.0295, -0.0622], [0.0164, -0.1370, -0.0037], [-0.3336, -0.1532, -0.0193], [0.4408, 0.0116, 0.0503], [-0.3507, -0.4752, -0.0948], [-0.1904, 0.5220, -0.1361], [0.2973, -0.1011, 0.2936], [0.0707, 0.2059, 0.0245], [-0.1420, -0.0405, -0.0716], [0.1196, -0.1905, 0.0026], [-0.0382, -0.1975, 0.1155], [0.0646, 0.0750, -0.1464], [0.0016, -0.1590, 0.1352], [0.0246, 0.1465, -0.0663], [0.0768, -0.0641, 0.0791], [0.0448, -0.0409, -0.0072], [-0.0105, 0.1256, 0.0262], [0.0157, 0.1005, 0.0085], [0.0160, 0.0131, -0.1015], [-0.0234, 0.0440, -0.0605], [-0.0329, -0.0457, -0.0363], [-0.0152, -0.0948, 0.0166], [0.1495, -0.0845, 0.0481], [-0.0092, -0.1499, -0.0046], [-0.1090, 0.1146, 0.0247], [0.0091, -0.0934, 0.0580], [0.0252, 0.0504, -0.0985], [0.0625, 0.0894, -0.0312], [-0.0623, -0.0361, 0.0908]],
  "lowdin_charge": [-0.083, 0.652, -0.309, -0.275, -0.169, -0.079, -0.471, 0.057, 0.107, -0.294, -0.137, -0.183, -0.178, -0.129, -0.252, -0.001, 0.021, -0.202, -0.187, 0.044, -0.019, -0.148, -0.151, -0.026, 0.076, 0.061, 0.043, 0.127, 0.142, 0.087, 0.145, 0.117, 0.119, 0.107, 0.098, 0.095, 0.104, 0.110, 0.101, 0.098, 0.125, 0.111, 0.133, 0.140, 0.133, 0.138]
}



Listing total energy for the structures above in their given order: -94638.2505, -41001.7892 eV.
Listing ΔE to the lowest compared entry with this formula, charge and spin for the structures above in their given order: 48.2, 129.4 kJ/mol.